Version P
The following is a quantum chemistry calculation of a structure of composition C4H3NO3, from OMol25.

Last column: natural (NBO) charge in e.
Geometry (Å):
C -1.053 0.371 0.380  0.64
C 0.185 -0.505 -0.968  0.48
C 1.833 0.029 0.266  -0.05
C 0.237 0.239 0.200  -0.34
H -2.867 0.615 0.834  0.52
H 2.643 0.880 0.145  0.23
H 2.037 -0.655 1.143  0.21
N -0.889 -1.145 -1.372  -0.17
O -1.897 1.090 1.069  -0.64
O -1.826 -0.177 -0.651  -0.39
O 1.597 -0.742 -1.046  -0.49

Results
- orbital gap (eV) = 9.9

Version Q
The following is a quantum chemistry calculation of a structure of composition C4H3NO3, from OMol25.

Last column: natural (NBO) charge in e.
Geometry (Å):
C -0.774 -0.746 -0.557  0.08
C -0.571 0.376 -1.331  -0.36
C 0.199 1.398 -0.605  0.51
C 0.653 0.458 0.772  0.58
H 0.912 -0.918 2.040  0.50
H -1.569 -1.580 -0.781  0.26
H -1.091 0.459 -2.256  0.25
N -0.581 -0.468 0.894  -0.23
O 0.516 -1.821 1.271  -0.61
O 0.510 2.531 -0.831  -0.46
O 1.796 0.312 1.384  -0.51

Results
- orbital gap (eV) = 9.0

Version R
The following is a quantum chemistry calculation of an isolated molecule of C4H3NO3, from OMol25.

Last column: natural (NBO) charge in e.
Geometry (Å):
O 2.875 -0.927 0.158  -0.53
C 1.760 -0.447 -0.012  0.72
C 1.343 0.953 -0.006  -0.28
C 0.028 0.944 -0.178  -0.20
C -0.425 -0.496 -0.153  0.43
N -1.560 -1.084 -0.039  -0.13
O -2.617 -0.180 0.073  -0.56
O 0.703 -1.263 -0.292  -0.45
H 2.101 1.739 0.096  0.26
H -0.867 1.572 -0.222  0.26
H -3.341 -0.811 0.574  0.49

Results
- SMILES = O=C1C=C/C(=N\O)O1
- orbital gap (eV) = 9.1

Computed stability ranking, most favorable first: version R, version P, version Q

Version P
The following is a quantum chemistry calculation of an isolated molecule of CHNOS, from OMol25.

Last column: natural (NBO) charge in e.
Geometry (Å):
S 2.948 -0.585 -1.114  -0.07
C 1.700 -0.270 -0.029  0.39
N 0.375 -0.546 0.334  -0.39
O 1.376 0.260 1.092  -0.32
H -0.539 -0.110 0.173  0.40

Results
- SMILES = S=C1NO1
- orbital gap (spin up / spin down) (eV) = 9.7 / 9.7

Version Q
The following is a quantum chemistry calculation of a cluster of 2 separate species, CHNOS in total, from OMol25.

Last column: natural (NBO) charge in e.
Geometry (Å):
C -0.580 -0.002 0.049  0.22
N 0.583 -0.430 0.551  -0.10
O -0.155 -1.205 -0.440  -0.31
S -1.845 0.928 -0.223  0.04
H 1.997 0.709 0.063  0.15

Results
- orbital gap (spin up / spin down) (eV) = 8.7 / 7.6

Version R
The following is a quantum chemistry calculation of a cluster of 2 separate species, CHNOS in total, from OMol25.

Last column: natural (NBO) charge in e.
Geometry (Å):
C -0.819 1.495 0.401  0.07
N -0.413 2.262 1.089  -0.30
H -1.270 0.820 -0.290  0.23
O 0.851 -2.762 -0.979  -0.69
S 1.651 -1.816 -0.221  0.70

Results
- SMILES = C#N.O=S
- orbital gap (spin up / spin down) (eV) = 7.8 / 7.8

Computed stability ranking, most favorable first: version R, version P, version Q

Version P
The following is a quantum chemistry calculation of an isolated molecule of C2H7O4P, from OMol25.

Last column: natural (NBO) charge in e.
Geometry (Å):
C -1.813 0.583 0.267  -0.73
C -0.952 -0.482 -0.385  0.00
O -1.220 -1.763 0.110  -0.70
P 0.895 -0.068 0.232  1.81
O 1.727 -1.179 -0.612  -0.99
O 2.130 0.090 1.347  -1.00
O 1.505 1.293 -0.922  -1.02
H -2.105 0.472 1.312  0.20
H -2.747 0.764 -0.287  0.23
H -1.198 1.486 0.137  0.23
H -1.518 -1.681 1.025  0.46
H 1.283 -1.275 -1.469  0.50
H 3.038 0.289 0.960  0.52
H 0.975 1.470 -1.714  0.48

Results
- SMILES = CC(O)=P(O)(O)O
- orbital gap (eV) = 8.6

Version Q
The following is a quantum chemistry calculation of an isolated molecule of C2H7O4P, from OMol25.

Last column: natural (NBO) charge in e.
Geometry (Å):
C -1.674 -1.488 -0.818  -0.27
O -0.902 -0.292 -0.825  -0.79
P 0.293 -0.226 0.227  2.55
O -0.201 0.193 1.548  -1.15
O 0.945 -1.607 0.520  -0.98
O 1.360 0.768 -0.407  -0.80
C 1.186 2.110 0.099  -0.26
H -2.306 -1.552 -1.732  0.20
H -2.287 -1.563 0.100  0.20
H -1.044 -2.390 -0.817  0.19
H 1.179 -1.460 1.439  0.53
H 1.877 2.351 0.923  0.19
H 1.402 2.828 -0.691  0.19
H 0.172 2.328 0.435  0.21

Results
- SMILES = COP(=O)(O)OC
- orbital gap (eV) = 11.3

Computed stability ranking, most favorable first: version Q, version P

Version P
The following is a quantum chemistry calculation of a structure of composition C46H34N4O3PRhS2Si, from OMol25.

Last column: Löwdin spin population.
Geometry (Å):
Rh -1.037 -0.538 0.116  1.96
O 1.166 1.022 -1.132  0.13
C 0.817 -0.220 -0.789  0.48
C 1.808 -1.210 -0.790  0.10
C 3.176 -0.997 -1.117  0.11
C 4.074 -2.028 -1.044  0.01
C 3.679 -3.313 -0.657  0.15
C 2.341 -3.561 -0.364  0.00
C 1.424 -2.539 -0.437  0.12
P -0.366 -2.725 -0.253  0.10
C -0.802 -3.634 -1.754  0.02
C -2.128 -4.056 -1.911  0.01
C -2.516 -4.750 -3.034  0.00
C -1.604 -5.000 -4.054  0.02
C -0.310 -4.509 -3.943  0.00
C 0.093 -3.831 -2.812  0.02
C -0.535 -3.901 1.090  0.02
C -1.286 -5.077 1.069  0.02
C -1.387 -5.848 2.207  0.00
C -0.750 -5.466 3.381  0.03
C 0.000 -4.297 3.409  0.00
C 0.108 -3.524 2.278  0.02
H 3.488 -0.009 -1.426  0.01
H 5.113 -1.853 -1.299  0.00
H 4.406 -4.112 -0.609  0.01
H 2.012 -4.557 -0.088  0.00
H -2.851 -3.800 -1.149  0.00
H -3.541 -5.084 -3.121  0.00
H -1.901 -5.554 -4.935  0.00
H 0.399 -4.661 -4.747  0.00
H 1.105 -3.456 -2.748  0.00
H -1.777 -5.386 0.159  0.00
H -1.970 -6.760 2.185  0.00
H -0.841 -6.071 4.272  0.00
H 0.490 -3.992 4.326  0.00
H 0.674 -2.603 2.287  0.00
S -2.206 0.449 -2.200  0.18
C -3.664 -0.099 -1.487  0.03
S -3.452 -1.143 -0.137  0.18
C -4.927 0.264 -1.952  0.01
C -5.144 1.209 -2.956  0.01
N -5.414 1.979 -3.774  0.00
C -6.117 -0.290 -1.472  0.01
N -7.149 -0.715 -1.171  0.00
C -3.316 4.294 0.067  0.00
C -2.360 5.088 -0.546  0.00
C -1.100 4.578 -0.799  0.00
C -0.762 3.272 -0.446  0.00
C -1.737 2.499 0.174  0.04
C -3.004 2.994 0.429  0.00
Si 0.969 2.586 -0.807  0.02
C 1.541 3.246 -2.495  0.00
C 2.635 4.090 -2.650  0.00
C 3.071 4.481 -3.904  0.00
C 2.401 4.047 -5.036  0.00
C 1.309 3.201 -4.905  0.00
C 0.887 2.809 -3.648  0.00
C 2.072 3.128 0.642  0.00
C 1.654 4.108 1.543  0.00
C 2.423 4.457 2.636  0.00
C 3.641 3.830 2.859  0.00
C 4.068 2.841 1.985  0.00
C 3.288 2.495 0.900  0.00
H -4.304 4.688 0.259  0.00
H -2.605 6.104 -0.832  0.00
H -0.356 5.204 -1.277  0.00
H -1.491 1.462 0.468  0.02
H -3.750 2.367 0.902  0.00
H 3.154 4.440 -1.768  0.00
H 3.935 5.130 -4.002  0.00
H 2.718 4.379 -6.017  0.00
H 0.780 2.852 -5.784  0.00
H 0.035 2.152 -3.549  0.00
H 0.703 4.595 1.383  0.00
H 2.075 5.215 3.327  0.00
H 4.240 4.094 3.720  0.00
H 5.008 2.335 2.170  0.00
H 3.610 1.700 0.247  0.00
C 1.338 1.281 4.308  0.00
N 0.197 0.430 4.097  0.00
C -0.577 -0.015 5.122  0.00
C -1.638 -0.801 4.901  0.00
C -1.992 -1.201 3.529  0.00
O -2.922 -1.959 3.305  0.00
N -1.228 -0.638 2.543  0.06
C -0.176 0.129 2.778  0.01
O 0.513 0.615 1.867  0.07
H 1.487 1.425 5.379  0.00
H 1.183 2.248 3.821  0.00
H 2.227 0.827 3.863  0.00
H -0.283 0.311 6.115  0.00
H -2.254 -1.158 5.710  0.00

Results
- charge = -2
- orbital gap (spin up / spin down) (eV) = 4.4 / 6.1
- 2S+1 = 5

Version Q
The following is a quantum chemistry calculation of a structure of composition C46H34N4O3PRhS2Si, from OMol25.

Last column: Löwdin spin population.
Geometry (Å):
Rh -1.486 -0.335 1.669  2.15
O -0.018 -0.554 -0.824  0.15
C 0.880 0.422 -1.023  0.37
C 2.147 0.507 -1.679  0.03
C 3.027 -0.296 -2.418  0.11
C 4.122 0.322 -3.011  0.00
C 4.354 1.684 -2.878  0.13
C 3.523 2.471 -2.062  0.00
C 2.458 1.879 -1.438  0.09
P 0.985 2.046 -0.258  0.04
C 0.323 3.658 -0.860  0.01
C 1.239 4.702 -0.715  0.00
C 0.836 6.018 -0.858  0.00
C -0.487 6.305 -1.175  0.00
C -1.392 5.270 -1.357  0.00
C -0.994 3.949 -1.195  0.00
C 1.740 2.277 1.326  0.03
C 0.371 1.219 3.280  0.01
C 1.456 1.380 4.315  0.02
C 2.787 1.505 4.132  0.01
C 3.538 1.621 2.920  0.02
C 3.032 1.889 1.670  0.00
H 2.888 -1.359 -2.529  0.01
H 4.807 -0.271 -3.607  0.00
H 5.202 2.140 -3.377  0.01
H 3.752 3.523 -1.925  0.00
H 2.260 4.454 -0.452  0.00
H 1.541 6.826 -0.698  0.00
H -0.814 7.334 -1.265  0.00
H -2.423 5.496 -1.602  0.00
H -1.709 3.142 -1.301  0.00
H -0.582 1.440 3.799  0.00
H 1.099 1.297 5.338  0.00
H 3.398 1.483 5.035  0.00
H 4.609 1.457 2.994  0.00
H 3.730 1.844 0.835  0.00
S -3.408 -0.222 3.356  0.15
C -3.610 -1.893 3.051  0.03
S -2.364 -2.595 2.084  0.16
C -4.689 -2.634 3.531  0.02
C -5.739 -2.051 4.281  0.01
N -6.632 -1.625 4.879  0.01
C -4.843 -4.021 3.291  0.01
N -5.030 -5.152 3.143  0.01
C 0.338 -4.978 2.287  0.00
C 0.632 -3.629 2.418  0.00
C 0.474 -2.768 1.342  0.01
C 0.024 -3.252 0.111  0.01
C -0.289 -4.609 0.002  0.00
C -0.132 -5.469 1.076  0.01
Si -0.242 -2.099 -1.345  0.01
C -1.955 -2.302 -2.113  0.00
C -2.994 -1.387 -1.942  0.00
C -4.266 -1.653 -2.425  0.00
C -4.528 -2.848 -3.076  0.00
C -3.499 -3.756 -3.290  0.00
C -2.225 -3.473 -2.825  0.00
C 0.882 -2.571 -2.792  0.00
C 1.650 -3.735 -2.782  0.00
C 2.465 -4.065 -3.856  0.00
C 2.536 -3.220 -4.954  0.00
C 1.770 -2.062 -4.986  0.00
C 0.944 -1.750 -3.919  0.00
H 0.450 -5.646 3.132  0.00
H 0.973 -3.238 3.368  0.00
H 0.670 -1.708 1.477  0.00
H -0.682 -4.995 -0.933  0.00
H -0.388 -6.517 0.972  0.00
H -2.809 -0.452 -1.430  0.00
H -5.057 -0.929 -2.272  0.00
H -5.531 -3.076 -3.414  0.00
H -3.690 -4.688 -3.808  0.00
H -1.417 -4.173 -3.019  0.00
H 1.615 -4.384 -1.913  0.00
H 3.049 -4.978 -3.833  0.00
H 3.181 -3.469 -5.788  0.00
H 1.825 -1.401 -5.843  0.00
H 0.347 -0.844 -3.948  0.00
C 0.900 4.471 3.289  0.00
N -0.006 3.590 2.589  0.00
C -1.348 3.709 2.705  -0.01
C -2.228 2.859 2.119  0.00
C -1.733 1.897 1.142  0.00
O -2.459 1.316 0.286  0.05
N -0.378 1.889 1.008  0.09
C 0.466 2.277 2.121  0.01
O 0.335 -0.041 2.719  0.22
H 0.643 5.515 3.086  0.00
H 1.906 4.274 2.922  0.00
H 0.889 4.305 4.371  0.00
H -1.698 4.562 3.278  0.00
H -3.293 2.951 2.262  0.00

Results
- charge = -2
- orbital gap (spin up / spin down) (eV) = 5.2 / 5.0
- 2S+1 = 5

Computed stability ranking, most favorable first: version P, version Q

Version P
The following is a quantum chemistry calculation of a structure of composition C9H18N3, from OMol25.

Last column: natural (NBO) charge in e.
Geometry (Å):
C -0.163 -1.028 0.077  0.58
C 2.168 -0.579 0.910  -0.38
C 2.027 0.765 0.276  -0.42
C 1.092 -1.638 0.414  -0.36
C 0.649 1.442 0.229  -0.11
C -2.481 -0.881 -0.294  0.22
C 1.575 -2.352 -0.905  -0.60
C 0.943 2.869 -0.230  -0.63
C -3.598 -0.757 0.534  -0.69
N -1.315 -1.425 0.109  -0.42
N -0.348 0.797 -0.658  -0.28
N -1.691 1.013 -0.421  -0.52
H 3.185 -1.024 0.717  0.24
H 2.045 -0.309 1.941  0.22
H 2.830 1.337 0.652  0.24
H 2.378 0.718 -0.735  0.21
H 0.858 -2.368 1.225  0.27
H 0.374 1.613 1.263  0.18
H -2.733 -1.220 -1.377  0.24
H 2.457 -3.006 -0.817  0.25
H 1.727 -1.494 -1.599  0.22
H 0.747 -3.018 -1.353  0.23
H 0.248 3.716 0.012  0.22
H 0.788 2.808 -1.343  0.22
H 1.958 3.144 0.184  0.24
H -4.087 0.180 0.192  0.25
H -3.322 -0.700 1.510  0.24
H -4.414 -1.424 0.226  0.28
H -2.015 1.426 -1.299  0.44
H -1.883 1.393 0.561  0.40

Results
- charge = +1
- orbital gap (eV) = 10.0

Version Q
The following is a quantum chemistry calculation of a cluster of 2 separate species, C9H18N3 in total, from OMol25.

Last column: natural (NBO) charge in e.
Geometry (Å):
C 0.949 -0.684 -2.425  0.03
C -1.554 0.761 -0.232  -0.14
C -2.305 0.245 -1.109  0.08
C 1.151 0.025 -0.232  0.67
C -1.962 1.785 0.822  -0.68
C -2.550 -0.566 -2.284  -0.72
C 0.427 -2.306 0.208  -0.40
C 0.360 -0.686 1.942  -0.44
C 2.391 1.674 1.610  -0.39
N 1.669 -0.578 -1.365  -0.42
N 0.703 -0.871 0.608  -0.34
N 1.902 1.107 0.218  -0.58
H -0.105 -0.503 -2.348  0.18
H 1.454 -1.094 -3.379  0.22
H -1.909 1.424 1.837  0.23
H -2.926 2.070 0.374  0.25
H -1.458 2.785 0.672  0.23
H -2.696 -1.625 -2.017  0.25
H -1.788 -0.350 -3.038  0.24
H -3.550 -0.129 -2.599  0.27
H 0.417 -2.801 1.111  0.22
H -0.557 -2.313 -0.316  0.23
H 1.381 -2.569 -0.316  0.24
H -0.672 -0.799 2.197  0.23
H 0.921 -1.301 2.660  0.23
H 0.509 0.271 2.363  0.23
H 2.662 0.827 2.302  0.23
H 1.591 2.418 1.860  0.23
H 3.297 2.037 1.336  0.22
H 2.247 1.745 -0.459  0.41

Results
- charge = +1
- orbital gap (eV) = 9.1

Computed stability ranking, most favorable first: version P, version Q

Version P
The following is a quantum chemistry calculation of an isolated molecule of CH4N2O3S, from OMol25.

Last column: natural (NBO) charge in e.
Geometry (Å):
C -1.127 -0.389 0.106  0.35
N -0.048 -1.049 0.299  -0.77
N -1.088 0.921 -0.088  -0.75
O 1.220 0.204 -1.286  -0.97
O 1.179 1.091 0.974  -0.94
O 2.656 -0.736 0.468  -0.90
S 1.520 0.032 0.123  2.51
H -2.121 -0.704 -0.100  0.20
H -0.197 -2.074 0.297  0.42
H -1.884 1.442 -0.485  0.41
H -0.109 1.260 -0.309  0.44

Results
- orbital gap (eV) = 10.7

Version Q
The following is a quantum chemistry calculation of a cluster of 2 separate species, CH4N2O3S in total, from OMol25.

Last column: natural (NBO) charge in e.
Geometry (Å):
C 1.197 -0.555 1.246  -0.80
N -0.437 1.840 -2.730  0.44
N -1.079 2.384 -2.010  -0.10
O 0.317 1.344 -3.452  -0.34
O -0.448 -1.319 -0.652  -0.97
O -1.290 -0.592 1.551  -0.95
S -0.273 -1.579 0.754  1.51
H 0.995 -0.278 2.298  0.23
H 2.020 -1.101 1.098  0.21
H 1.227 0.273 0.635  0.23
H -2.230 -0.415 1.261  0.53

Results
- orbital gap (eV) = 10.1

Computed stability ranking, most favorable first: version P, version Q